(1)
Density functional theory data (ωB97M-V/def2-TZVPD) for a cluster of 2 separate species, C24H50N4O in total at a distorted geometry.

Summary:
Kohn-Sham gap (eV): 2.18
LUMO (eV): -2.1
Energy above the lowest of the compared OMol25 structures with the same formula, charge and spin (kcal per mole): 27.2
Total charge: 0

The geometry in XYZ format:
```
79
Properties=species:S:1:pos:R:3:forces:R:3:mulliken_charge:R:1
C 1.4779 -3.5726 3.4327 0.9 0.2 0.1 -0.66
C 2.5240 -2.6489 3.3602 -0.6 -1.1 0.2 -0.17
N 3.2940 -2.6821 2.1778 -0.9 1.6 -0.5 -0.09
C 3.5578 -1.6324 1.4142 0.1 0.2 0.0 0.20
N 4.3336 -1.7538 0.2399 -0.2 -0.8 0.7 -0.60
N 3.0223 -0.4094 1.7931 0.5 -0.1 -0.6 -0.07
C 2.0626 0.0829 0.7405 -0.6 0.6 0.1 -1.42
C 0.6575 -0.4394 1.0062 0.6 0.3 0.0 0.71
C 0.0954 0.1104 2.3186 -0.5 -0.7 -0.3 -1.18
C -1.1287 -0.7253 2.7786 -0.2 1.2 0.2 0.75
C -1.0853 -1.1100 4.2581 0.6 -0.7 -0.1 -1.00
C -1.7768 -2.4435 4.6270 -0.3 0.9 0.1 -0.77
C -3.0010 -2.8419 3.7730 0.1 -1.0 0.6 -0.83
C -2.7823 -4.1377 2.9610 0.2 0.2 -0.4 -0.99
C -2.4476 -3.9556 1.4707 -0.3 -0.4 0.2 -0.50
C -3.3665 -3.0120 0.7077 0.5 0.1 -0.6 -0.23
C -3.0559 -2.9958 -0.8024 -0.1 0.3 0.1 -0.96
C -2.1056 -1.8644 -1.2063 -0.2 -0.5 -0.4 -0.90
H 1.5391 -4.4235 4.1053 -1.0 0.9 1.2 0.31
H 0.6050 -3.4672 2.7917 0.7 -1.0 -1.2 0.03
H 2.7289 -1.8706 4.0859 1.0 -0.5 0.4 0.37
H 3.6414 -3.5869 1.8995 -0.4 -0.2 -0.2 0.30
H 4.9283 -2.5738 0.3352 0.2 0.1 -0.2 0.29
H 3.6953 -1.9918 -0.5234 0.1 0.5 -0.3 0.28
H 3.8084 0.2387 1.7881 -0.1 0.1 0.0 0.34
H 2.0305 1.1710 0.8114 0.1 0.0 -0.1 0.53
H 2.4246 -0.1408 -0.2641 0.0 -0.1 0.0 0.12
H 0.6708 -1.5348 0.9794 -0.2 -0.1 0.1 0.12
H 0.0329 -0.0738 0.1904 0.0 -0.2 -0.1 0.13
H 0.8386 0.1199 3.1144 0.2 0.0 -0.1 0.55
H -0.2115 1.1355 2.1116 0.1 0.1 0.2 0.28
H -1.9996 -0.0807 2.6268 -0.2 -0.3 -0.1 0.52
H -1.2701 -1.5780 2.1159 0.1 -0.2 0.2 -0.82
H -1.4437 -0.3092 4.9048 -0.2 0.2 -0.2 0.46
H -0.0289 -1.2294 4.5182 0.0 0.0 0.1 0.16
H -1.0220 -3.2289 4.6660 -0.1 -0.2 -0.3 0.32
H -2.1258 -2.3310 5.6555 0.1 -0.1 0.1 0.34
H -3.8000 -3.0793 4.4771 -0.1 0.2 0.0 0.48
H -3.3721 -2.0282 3.1564 0.1 0.1 0.0 0.48
H -1.9487 -4.6879 3.4038 0.0 -0.1 0.1 0.39
H -3.6425 -4.8025 3.0576 -0.2 0.1 -0.1 0.40
H -2.5390 -4.9368 0.9941 0.1 -0.1 0.0 0.51
H -1.3934 -3.6818 1.3639 0.0 0.3 -0.1 0.02
H -4.4148 -3.2817 0.8442 0.0 -0.1 0.3 0.45
H -3.2254 -1.9893 1.0612 -0.2 0.0 0.1 0.13
H -2.6569 -3.9626 -1.1156 0.0 0.0 0.0 0.36
H -3.9875 -2.8443 -1.3507 0.0 -0.1 0.0 0.39
H -2.4498 -0.9310 -0.7638 0.2 0.1 0.0 0.30
H -1.0700 -2.0763 -0.9406 0.0 0.2 0.3 0.11
H -2.1164 -1.7493 -2.2913 0.0 0.1 0.0 0.50
C 2.9239 3.1558 -3.5655 0.2 0.0 -0.1 -1.65
C 1.7961 3.9246 -2.8514 0.5 0.0 -0.7 1.38
C 1.1854 4.9382 -3.8278 -0.4 0.1 -0.1 -1.33
C 0.3356 4.3317 -4.9493 0.0 0.0 0.0 -0.67
C -0.3231 3.0025 -4.5508 0.3 0.1 -0.2 -1.42
C -0.4922 2.8003 -3.0401 -0.2 -0.1 -0.7 1.89
N 0.8181 2.9135 -2.4053 -0.1 0.2 0.5 0.79
O 0.7837 2.7098 -1.0927 0.1 -0.3 0.5 -0.72
C -0.9968 1.3703 -2.8380 -0.1 -0.2 0.2 -2.18
C -1.5469 3.7671 -2.4888 -0.1 0.2 0.2 -1.73
C 2.4204 4.7168 -1.7115 -0.1 0.0 0.3 -1.77
H 3.3913 2.4479 -2.8788 -0.1 0.0 0.1 0.33
H 3.7005 3.8365 -3.9289 0.0 0.0 0.0 0.37
H 2.5470 2.5928 -4.4207 -0.1 0.0 0.0 0.36
H 0.5679 5.6418 -3.2642 0.0 -0.1 0.1 0.35
H 1.9842 5.5434 -4.2640 0.1 -0.1 0.1 0.57
H -0.4306 5.0546 -5.2378 0.0 0.0 0.0 0.34
H 0.9459 4.1762 -5.8415 0.0 0.0 0.0 0.36
H -1.2922 2.9134 -5.0464 -0.1 0.0 0.1 0.52
H 0.2805 2.1785 -4.9427 0.0 0.0 0.1 0.39
H -0.2444 0.6484 -3.1614 0.1 0.0 0.0 0.46
H -1.9036 1.2008 -3.4239 0.0 0.1 0.0 0.43
H -1.2315 1.1753 -1.7916 0.1 0.1 0.0 0.32
H -2.5004 3.6091 -2.9988 0.0 0.0 0.0 0.40
H -1.2716 4.8134 -2.6242 0.0 0.0 0.0 0.37
H -1.7080 3.5976 -1.4240 0.1 0.0 0.0 0.32
H 3.1603 5.4104 -2.1171 0.0 0.0 -0.1 0.40
H 2.9285 4.0694 -0.9995 -0.1 -0.1 0.0 0.27
H 1.6711 5.2978 -1.1728 0.0 -0.1 0.0 0.40
```
Forces are in eV/Å.

***

(2)
Density functional theory data (ωB97M-V/def2-TZVPD) for a structure of composition C24H50N7O7P3S2V at a distorted geometry.

Summary:
Kohn-Sham gap (spin up / spin down) (eV): 6.58 / 7.32
Multiplicity: 4
LUMO (spin up / spin down) (eV): 0.4 / -0.1
Energy above the lowest of the compared OMol25 structures with the same formula, charge and spin (kcal per mole): 21.9
Total charge: 0

The geometry in XYZ format:
```
94
Properties=species:S:1:pos:R:3:forces:R:3:mulliken_spin:R:1
V 0.8910 0.9796 0.7202 -1.5 -1.4 -0.3 2.45
C 0.3395 6.3369 0.7474 0.0 0.0 0.0 0.00
S -0.6485 5.1758 1.7027 0.0 0.0 0.1 0.01
C 0.3044 3.7202 1.5526 -0.1 0.0 0.0 0.05
S -0.3158 2.2933 2.3255 -0.1 0.3 0.3 -0.05
N 1.4283 3.7999 0.8963 0.2 -0.1 -0.1 0.00
N 1.9880 2.5510 0.8128 0.4 0.9 0.1 0.01
C 3.2746 2.3918 0.7692 0.1 0.0 0.0 0.17
C 3.6972 1.0653 1.1490 0.0 0.0 0.1 0.13
C 5.0399 0.7033 1.2882 -0.1 0.1 -0.1 0.01
C 5.3611 -0.4860 1.8991 0.0 0.0 0.0 0.04
C 4.3298 -1.2907 2.3773 0.0 0.0 0.0 0.03
C 3.0242 -0.8937 2.1727 0.0 -0.1 -0.1 0.04
N 2.6838 0.2387 1.5456 0.7 -0.1 -0.1 0.01
H -0.1931 7.2850 0.7900 0.0 0.0 0.0 0.00
H 1.3309 6.4481 1.1793 0.0 0.0 0.0 0.00
H 0.4309 6.0041 -0.2837 0.0 0.0 0.0 0.00
H 3.9607 3.2214 0.6357 0.0 0.0 0.1 -0.01
H 5.8063 1.3802 0.9366 0.0 0.0 0.0 0.00
H 6.3951 -0.7756 2.0249 0.0 0.0 0.0 0.00
H 4.5306 -2.2126 2.9025 0.0 0.0 0.0 0.00
H 2.1949 -1.4841 2.5268 -0.1 -0.1 0.0 0.01
C -3.9528 -0.3042 2.4730 -0.1 0.0 0.1 0.00
N -3.1983 -0.1340 1.2478 0.2 0.0 0.1 0.00
C -3.2673 1.2181 0.6917 -0.1 -0.1 -0.1 0.00
P -2.2141 -1.2584 0.6015 0.0 0.2 -0.1 -0.02
O -0.9450 -0.7966 0.0010 -0.1 -0.1 0.2 -0.03
O -1.9710 -2.3000 1.8338 0.0 -0.1 -0.1 0.01
P -0.6446 -2.3129 2.7654 0.1 0.0 0.0 0.03
O 0.0733 -1.0306 2.7325 0.1 -0.1 0.0 0.01
N -1.2578 -2.7484 4.2237 -0.1 0.1 -0.1 0.00
C -2.6021 -3.2381 4.4531 0.0 -0.1 0.0 0.00
C -0.5816 -2.2650 5.4164 0.1 0.0 0.1 0.00
N 0.2835 -3.5841 2.2437 -0.1 0.1 0.0 0.00
C -0.1118 -4.9494 2.5451 0.0 -0.1 0.1 0.00
C 0.9275 -3.4829 0.9341 0.0 0.1 0.0 0.03
N -3.0994 -2.1533 -0.4700 0.0 0.1 0.0 0.00
C -2.4072 -3.1665 -1.2476 0.0 0.0 0.0 0.00
C -4.4698 -2.5107 -0.1553 -0.1 0.0 0.0 0.00
H -4.9952 -0.0142 2.3097 0.0 0.0 0.0 0.00
H -3.5402 0.3297 3.2631 0.0 0.0 0.0 0.00
H -3.9347 -1.3388 2.8067 0.0 0.0 0.0 0.00
H -4.2634 1.3974 0.2753 0.0 0.0 0.0 0.00
H -2.5117 1.3621 -0.0743 0.1 0.0 -0.1 0.00
H -3.0636 1.9408 1.4817 0.0 0.0 0.0 0.00
H -3.0211 -3.6601 3.5438 0.0 0.0 0.0 0.00
H -3.2603 -2.4384 4.8083 0.0 0.0 0.0 0.00
H -2.5802 -4.0226 5.2142 0.0 0.0 0.0 0.00
H 0.3536 -1.7810 5.1479 0.0 0.0 0.0 0.00
H -0.3748 -3.0943 6.0963 0.0 0.0 0.0 0.00
H -1.2041 -1.5305 5.9336 0.0 0.0 0.0 0.00
H -0.5495 -5.0086 3.5386 0.0 0.0 0.0 0.00
H 0.7715 -5.5900 2.5192 0.0 0.0 0.0 0.00
H -0.8315 -5.3326 1.8113 0.0 0.0 0.0 0.00
H 1.0629 -2.4456 0.6396 0.0 0.1 0.0 0.02
H 0.3173 -3.9708 0.1666 0.0 0.0 0.0 0.00
H 1.9014 -3.9775 0.9685 0.0 0.0 0.0 0.00
H -1.3946 -2.8373 -1.4602 0.1 0.0 0.0 0.00
H -2.9294 -3.3145 -2.1948 0.0 0.0 0.0 0.00
H -2.3731 -4.1281 -0.7185 0.0 0.0 0.0 0.00
H -4.9757 -1.6782 0.3265 0.0 0.0 0.0 0.00
H -4.5268 -3.3912 0.4976 0.0 0.0 0.0 0.00
H -5.0015 -2.7394 -1.0809 0.0 0.0 0.0 0.00
C -2.1990 0.3436 -2.9380 0.0 0.0 0.0 0.00
C -0.9335 0.2310 -3.7657 0.3 -0.2 0.1 0.00
C -0.3438 -1.1718 -3.6948 -0.1 0.0 0.0 0.00
C -1.1837 0.6656 -5.2009 0.0 -0.1 0.0 0.00
O 0.0926 1.1372 -3.2896 -0.2 0.4 0.0 0.01
P 0.6279 1.4833 -1.8378 0.1 -0.2 -0.2 -0.02
O -0.4002 1.8935 -0.8151 0.2 0.1 -0.2 0.02
O 1.4511 0.3474 -1.2482 0.2 0.1 0.1 0.03
O 1.5318 2.7439 -2.1584 -0.3 0.1 0.0 -0.01
C 2.5299 2.9189 -3.1881 0.1 0.0 0.1 0.00
C 1.8518 3.3517 -4.4796 0.1 0.0 0.0 0.00
C 3.3402 1.6451 -3.3748 0.1 0.0 -0.1 0.00
C 3.4128 4.0388 -2.6531 0.0 -0.1 -0.1 -0.01
H -2.9379 -0.3605 -3.3249 0.0 0.0 0.0 0.00
H -2.6109 1.3515 -2.9871 0.0 0.0 0.0 0.00
H -1.9940 0.1010 -1.9020 0.0 0.0 0.1 0.00
H -1.0626 -1.9089 -4.0556 0.0 0.0 0.0 0.00
H -0.0781 -1.4032 -2.6646 0.0 0.0 0.1 0.00
H 0.5585 -1.2352 -4.3044 0.0 0.0 0.0 0.00
H -1.9664 0.0508 -5.6446 0.0 0.0 0.0 0.00
H -0.2803 0.5609 -5.8006 0.1 0.0 0.0 0.00
H -1.5022 1.7062 -5.2269 0.0 0.1 0.0 0.00
H 1.2648 2.5461 -4.9102 0.0 -0.1 0.0 0.00
H 2.6099 3.6592 -5.2014 0.0 0.0 0.0 0.00
H 1.1947 4.1990 -4.2859 0.0 0.0 0.0 0.00
H 2.7121 0.8178 -3.6992 0.0 0.0 0.0 0.00
H 3.8228 1.3589 -2.4411 0.0 0.0 0.0 0.00
H 4.1067 1.8138 -4.1333 0.0 0.0 0.0 0.00
H 2.8333 4.9505 -2.5205 -0.1 0.0 0.0 0.00
H 4.2307 4.2370 -3.3457 0.0 0.0 0.0 0.00
H 3.8305 3.7561 -1.6882 0.0 0.0 0.0 0.00
```
Forces are in eV/Å.

***

(3)
Density functional theory data (ωB97M-V/def2-TZVPD) for a cluster of 5 separate species, C24H50NO5 in total at a distorted geometry.

Summary:
Kohn-Sham gap (eV): 4.70
LUMO (eV): 2.8
Total charge: -1

The geometry in XYZ format:
```
80
Properties=species:S:1:pos:R:3:forces:R:3:mulliken_charge:R:1
C 1.6642 -2.8522 -0.4862 0.0 1.2 0.5 -0.49
C 3.0721 -1.9957 -0.3990 -0.5 0.1 -0.1 -0.65
C 2.6578 -0.3826 -0.3342 0.9 -1.9 0.3 -0.02
O 1.9323 -0.2021 0.9418 1.5 0.7 -2.8 -0.33
C 1.1361 1.0350 0.9352 -3.7 0.2 0.2 0.62
N -0.1299 0.7336 1.7635 0.9 0.7 -2.4 -0.95
C -1.1413 0.3144 0.7195 1.2 -0.9 1.0 0.40
C -2.4237 -0.5521 1.3513 -0.1 -0.2 -1.2 -0.55
C -3.0317 -1.4012 0.0451 -0.5 -1.4 -1.0 0.44
C -2.3713 -2.9145 -0.1597 -3.2 1.5 -3.5 -0.01
C -2.8867 -3.7863 -1.4544 -1.2 4.2 1.3 -0.68
C -4.0137 -3.1047 -2.4445 0.8 1.7 2.3 -0.38
C -4.6695 -1.6023 -2.2300 3.3 -1.4 3.3 -0.34
C -4.1553 -0.7241 -0.9386 1.8 -4.2 -0.5 -0.36
H 1.7971 -3.9670 -0.8285 -0.3 2.2 0.6 0.33
H 1.1699 -2.7884 0.5870 0.9 -0.3 -2.3 0.06
H 0.9490 -2.2225 -1.2024 1.4 -1.7 1.4 0.07
H 3.7669 -2.2242 -1.3291 -1.5 0.6 1.7 0.30
H 3.6739 -2.3039 0.5566 -1.1 0.7 -1.7 0.28
H 3.6721 0.2142 -0.3942 -1.9 -0.7 0.2 0.17
H 2.0070 -0.1794 -1.2911 1.0 -0.1 1.9 0.08
H 0.7740 1.2312 -0.1762 1.2 -0.2 2.0 -0.27
H 1.7020 1.9935 1.2969 -0.5 -1.9 -0.4 -0.16
H -1.4963 1.2576 0.1016 0.0 -1.8 0.7 -0.02
H -0.5834 -0.4654 0.0086 -1.4 1.4 0.8 -0.15
H -2.0634 -1.2863 2.2204 -0.6 1.5 -2.2 -0.02
H -3.2567 0.1311 1.8094 1.5 -1.2 -1.0 0.36
H -1.5477 -3.3072 0.5856 -2.0 1.0 -1.7 0.22
H -2.4412 -4.8683 -1.6475 -1.2 2.6 0.3 0.26
H -4.3692 -3.7367 -3.3639 0.7 1.4 1.9 0.24
H -5.4463 -1.1153 -2.9577 1.7 -1.3 1.4 0.31
H -4.5254 0.3698 -0.6641 0.8 -2.7 -0.8 0.27
C -1.0401 -6.0622 3.8492 0.1 -0.3 -0.2 -1.43
C -0.6819 -4.6307 3.4830 -0.4 0.0 0.6 0.66
C -0.2752 -3.8300 4.7098 0.3 0.3 0.0 -1.40
O -1.8034 -4.0072 2.8627 -0.1 -0.1 -0.1 -0.44
H -1.8884 -6.0889 4.5424 0.1 0.1 0.1 0.35
H -1.3426 -6.6231 2.9583 0.1 0.1 0.1 0.34
H -0.1923 -6.5745 4.3146 -0.1 0.0 0.0 0.38
H 0.1370 -4.6307 2.7554 -0.2 0.1 0.0 0.19
H -1.0964 -3.7776 5.4336 0.0 -0.2 0.0 0.34
H -0.0322 -2.7986 4.4330 0.0 -0.2 0.0 0.37
H 0.5954 -4.2754 5.2011 -0.1 0.0 0.0 0.40
H -2.5355 -4.0027 3.5015 0.3 0.1 -0.3 0.28
C 0.6019 4.0315 -3.8167 -0.2 -0.2 -0.3 -1.25
C 0.5835 3.8914 -2.3029 0.6 0.2 -0.3 0.56
C 1.2153 5.0979 -1.6271 -0.1 0.1 0.4 -1.50
O 1.2948 2.7144 -1.9289 0.1 0.0 -0.1 -0.37
H 1.6291 4.1045 -4.1912 0.0 0.2 0.2 0.40
H 0.1552 3.1504 -4.2901 0.0 0.3 0.2 0.19
H 0.0491 4.9198 -4.1377 0.0 -0.1 0.0 0.37
H -0.4491 3.7743 -1.9565 0.2 -0.2 0.0 0.26
H 2.2644 5.2087 -1.9239 -0.1 0.0 -0.1 0.33
H 1.2064 4.9777 -0.5385 -0.1 0.0 -0.2 0.35
H 0.6810 6.0182 -1.8824 0.1 0.0 0.0 0.39
H 2.2129 2.8094 -2.2324 -0.4 0.0 0.1 0.24
C -2.7584 0.5169 -6.0834 0.1 0.0 -0.4 -1.47
C -1.8265 0.9500 -4.9629 -0.7 -0.2 0.4 0.50
C -2.1977 0.2870 -3.6460 0.4 0.0 0.1 -0.85
O -1.8931 2.3659 -4.8140 -0.1 0.4 -0.2 -0.54
H -3.7936 0.8016 -5.8644 0.1 -0.1 0.1 0.32
H -2.4869 1.0114 -7.0224 0.0 -0.1 0.1 0.39
H -2.7182 -0.5664 -6.2336 -0.1 0.1 0.0 0.36
H -0.7934 0.6963 -5.2244 -0.1 0.3 0.0 0.30
H -3.2132 0.5636 -3.3405 0.1 -0.1 -0.2 0.24
H -1.5265 0.6175 -2.8461 0.0 -0.1 -0.1 0.07
H -2.1409 -0.8032 -3.7231 -0.1 0.1 0.1 0.37
H -2.8070 2.6004 -4.5817 0.4 -0.2 0.0 0.32
C 4.3219 2.6451 3.0743 0.1 0.0 -0.3 -1.06
C 4.0333 3.7359 4.0934 -0.4 -0.6 0.0 0.34
C 4.0807 3.1943 5.5133 0.1 0.1 0.3 -1.25
O 2.7438 4.2882 3.8415 0.0 0.2 0.1 -0.57
H 3.5759 1.8448 3.1348 0.1 0.1 0.1 0.22
H 4.2723 3.0466 2.0564 0.0 0.0 0.2 0.27
H 5.3140 2.2106 3.2315 -0.1 0.0 0.0 0.41
H 4.7635 4.5450 3.9835 -0.2 0.1 0.0 0.28
H 3.3261 2.4134 5.6603 0.1 0.0 -0.2 0.32
H 3.8588 3.9875 6.2352 0.1 0.0 -0.1 0.32
H 5.0655 2.7762 5.7436 -0.1 0.0 0.0 0.35
H 2.0889 3.5769 3.9368 0.2 0.2 -0.2 0.37
```
Forces are in eV/Å.